This record from OMol25 describes a 2-piece molecular cluster, CHO4 overall in a non-equilibrium geometry. The level of theory is ωB97M-V/def2-TZVPD.

Computed properties:
M   77.02 g/mol
Gap between HOMO and LUMO   10.85 eV
HOMO energy   -17.68 eV
Energy   -338.97968 hartree
Net charge   +1
Energy relative to the best compared isomer or geometry (same formula, charge and spin)   494.0 kJ/mol
E_LUMO   -6.83 eV

Cartesian coordinates (Å):
C: 0.7791 -0.9047 0.3176
O: 1.6022 -0.5453 0.9635
O: -0.6002 1.6223 0.0713
O: -1.6785 0.7866 -0.4096
O: -0.3254 0.5311 -0.6838
H: 0.2228 -1.4901 -0.2590

Atom charges from the natural (NBO) analysis, given in e for atoms 1 to 5:
1. C 0.779
2. O -0.180
3. O 0.086
4. O 0.094
5. O -0.035